A structure of composition C34H72F6N5O4S2, computed with ωB97M-V/def2-TZVPD.

Geometry (Å):
C: 19.9245 7.0374 10.5801
C: 19.6645 8.0064 9.4668
C: 18.1241 8.2878 9.4696
N: 17.5884 9.2717 8.4153
C: 17.7786 8.7582 7.0332
C: 16.1176 9.5758 8.5652
C: 15.8856 11.0939 8.3504
C: 17.2323 11.5704 7.8239
C: 18.2303 10.6599 8.4826
H: 19.4956 6.0202 10.5019
H: 19.6211 7.5695 11.4932
H: 20.9767 6.8305 10.6298
H: 19.9893 7.6547 8.4347
H: 20.2492 8.9346 9.5930
H: 17.8485 8.6250 10.4735
H: 17.5486 7.3644 9.2895
H: 18.8343 8.9661 6.8507
H: 17.1438 9.2995 6.3272
H: 17.5293 7.6954 6.9896
H: 15.5999 8.9446 7.8290
H: 15.7771 9.2929 9.5612
H: 15.0400 11.2685 7.7027
H: 15.6407 11.5054 9.3250
H: 17.3341 11.4069 6.7621
H: 17.4071 12.6669 8.0341
H: 19.2061 10.6891 7.9977
H: 18.2389 10.8448 9.5529
C: 24.1598 12.1393 8.2474
C: 23.2972 13.3214 8.5929
C: 22.7184 13.1840 10.0408
N: 21.9842 14.3554 10.6354
C: 20.7188 14.6139 9.8928
C: 22.7820 15.6357 10.8162
C: 23.6684 15.4085 12.0562
C: 22.9715 14.3378 12.8523
C: 21.7033 14.0418 12.0516
H: 23.5571 11.1992 8.2619
H: 25.0107 12.1099 8.9428
H: 24.4984 12.3060 7.2212
H: 22.5298 13.4994 7.7991
H: 23.9938 14.1563 8.5810
H: 23.5995 13.0589 10.6652
H: 22.0584 12.3367 10.0320
H: 20.2374 13.6582 9.6443
H: 21.0135 15.1827 8.9907
H: 20.0541 15.2202 10.5140
H: 22.0612 16.3734 11.0870
H: 23.3277 15.9570 9.9171
H: 23.7078 16.3052 12.6474
H: 24.6616 15.0449 11.8098
H: 22.6460 14.6928 13.8152
H: 23.5239 13.4106 13.0994
H: 20.8759 14.6200 12.3977
H: 21.3461 13.0147 12.1891
C: 12.3464 13.0812 12.3418
C: 11.0102 13.7983 12.3734
C: 11.2278 15.3190 12.4755
N: 10.0408 16.1777 12.0658
C: 8.9269 16.0173 13.0241
C: 9.5940 15.9195 10.6491
C: 8.7500 17.1336 10.2470
C: 9.3819 18.3321 11.0789
C: 10.3991 17.6480 11.9825
H: 12.9627 13.2396 11.4578
H: 12.2839 12.0006 12.5707
H: 12.9971 13.4199 13.1608
H: 10.3888 13.4438 13.1924
H: 10.4776 13.5323 11.4608
H: 12.0628 15.6392 11.8511
H: 11.4161 15.5156 13.5213
H: 9.3488 15.9160 14.0446
H: 8.3502 15.1340 12.7628
H: 8.2049 16.7890 12.8724
H: 9.1446 14.9270 10.6187
H: 10.5533 15.9039 10.1178
H: 7.6938 17.0086 10.5847
H: 8.7935 17.2483 9.1758
H: 8.6327 18.7683 11.6859
H: 9.8513 19.1313 10.4589
H: 10.4982 18.0580 13.0171
H: 11.3691 17.6458 11.4555
C: 10.1212 10.9140 14.7557
C: 11.7035 10.9053 15.0744
C: 12.0265 11.0951 16.5617
N: 13.4995 11.0171 16.9561
C: 13.8487 9.5585 16.8865
C: 14.3070 11.8839 16.0341
C: 15.2940 12.6177 16.9277
C: 14.4962 12.8924 18.1396
C: 13.7217 11.5313 18.3629
H: 9.9996 10.6613 13.6977
H: 9.7397 11.9252 14.9093
H: 9.5736 10.1886 15.3907
H: 12.1592 11.6531 14.4532
H: 12.1055 10.0186 14.5782
H: 11.5044 10.4344 17.2685
H: 11.7575 12.1110 16.9016
H: 13.1958 9.0058 17.5667
H: 14.8917 9.4006 17.1913
H: 13.6826 9.2323 15.8376
H: 14.7646 11.3246 15.2021
H: 13.6831 12.5664 15.4683
H: 16.1293 11.9771 17.1819
H: 15.7958 13.4596 16.4256
H: 14.9627 13.2859 19.0233
H: 13.7524 13.6069 17.8406
H: 14.3606 10.8196 18.8555
H: 12.7993 11.6663 18.9180
C: 18.3476 11.4424 13.2289
F: 18.2676 10.9474 14.4575
F: 18.8898 12.6340 13.2137
F: 19.0270 10.5806 12.4634
S: 16.6029 11.7454 12.5111
O: 15.6666 12.3893 13.4331
O: 16.9722 12.5064 11.2888
N: 16.1828 10.2130 12.1785
S: 15.3564 9.3653 13.1877
O: 15.8462 9.3578 14.5483
O: 13.9059 9.4472 13.0769
C: 15.6986 7.6731 12.6213
F: 15.2642 7.3949 11.4043
F: 17.0346 7.3572 12.6502
F: 14.9472 6.8767 13.4987

- HOMO-LUMO gap (Eh) = 0.3795
- HOMO (Eh) = -0.5792
- 2S+1 = 1
- charge = +3
- E_LUMO (hartree) = -0.1997

These are the Löwdin partial charges, in e, on atoms 1 to 2: atom 1 (C): -0.10, atom 2 (C): -0.23

A structure of composition C47H53Cl3N2O5SbSiY, computed with ωB97M-V/def2-TZVPD.

Geometry (Å):
Y: -0.4659 1.5342 -1.3331
O: 2.7168 1.4963 -3.4933
C: 1.9573 0.7430 -2.9277
O: 1.5673 0.8648 -1.6798
C: 1.3868 -0.4769 -3.6563
C: 0.7386 -1.4715 -2.6808
C: 0.4769 -2.8140 -3.3686
C: -0.7325 -2.4677 -4.2757
C: -0.9295 -0.9838 -3.9583
O: -0.5975 -0.9192 -2.5525
C: 0.1924 -0.1386 -4.6046
C: -0.3063 1.3086 -4.6372
O: -0.5459 1.8454 -5.6958
O: -0.5677 1.8108 -3.4618
H: 2.1963 -0.9245 -4.2312
H: 1.2056 -1.5233 -1.7030
H: 0.2198 -3.5744 -2.6323
H: 1.3481 -3.1595 -3.9245
H: -1.6180 -3.0387 -3.9963
H: -0.5414 -2.6308 -5.3355
H: -1.9351 -0.6022 -4.1125
H: 0.3896 -0.4463 -5.6278
C: -6.7760 -2.4140 -2.1494
C: -5.9568 -1.7394 -3.2568
C: -5.1971 -2.8140 -4.0528
C: -6.9215 -1.0077 -4.1941
C: -4.9155 -0.7941 -2.6738
C: -4.5359 0.3811 -3.3150
C: -3.4967 1.1403 -2.8075
N: -2.8473 0.8156 -1.6889
C: -3.2325 -0.2825 -1.0298
C: -4.2355 -1.1116 -1.4976
C: -2.5148 -0.5775 0.2347
C: -3.2072 -1.0675 1.3307
C: -2.5318 -1.3400 2.5171
C: -1.1617 -1.0864 2.5231
C: -0.5555 -0.5471 1.4085
N: -1.2122 -0.2798 0.2784
C: -3.2392 -1.8274 3.7729
C: -4.6627 -2.3035 3.4778
C: -2.4600 -2.9870 4.4071
C: -3.2976 -0.6490 4.7586
H: -7.5675 -3.0157 -2.5988
H: -7.2417 -1.6723 -1.4966
H: -6.1707 -3.0849 -1.5381
H: -5.9027 -3.5253 -4.4883
H: -4.5080 -3.3658 -3.4094
H: -4.6202 -2.3618 -4.8627
H: -7.6884 -1.7025 -4.5398
H: -6.4163 -0.6191 -5.0793
H: -7.4193 -0.1795 -3.6851
H: -5.0154 0.7077 -4.2261
H: -3.1462 2.0275 -3.3217
H: -4.4631 -2.0146 -0.9490
H: -4.2727 -1.2207 1.2443
H: -0.5573 -1.2769 3.3992
H: 0.5018 -0.3219 1.4119
H: -4.6704 -3.0936 2.7231
H: -5.3022 -1.4861 3.1382
H: -5.1090 -2.7058 4.3881
H: -2.3390 -3.8120 3.7016
H: -3.0027 -3.3595 5.2773
H: -1.4712 -2.6777 4.7478
H: -3.8385 0.1944 4.3250
H: -2.2948 -0.3096 5.0239
H: -3.8098 -0.9530 5.6740
Cl: -1.2945 3.0639 0.7079
Si: -0.0475 4.5246 -0.7007
Cl: -0.3624 6.2917 0.3408
Cl: -1.6277 4.5943 -2.1421
C: 1.8839 4.2290 3.0614
C: 2.6426 3.2461 3.9215
C: 2.8709 3.5444 5.2645
C: 3.5894 2.6860 6.0870
C: 4.0979 1.5048 5.5689
C: 3.8769 1.1955 4.2327
C: 3.1522 2.0466 3.4014
Sb: 2.7808 1.6211 1.3056
C: 4.5296 2.5397 0.4490
C: 4.2121 3.4830 -0.5301
C: 5.2027 4.2106 -1.1706
C: 6.5304 3.9893 -0.8369
C: 6.8523 3.0406 0.1225
C: 5.8677 2.3015 0.7777
C: 6.2872 1.2884 1.8109
C: 3.1831 -0.5136 1.3595
C: 2.6648 -1.2189 2.4494
C: 2.6890 -2.6042 2.4965
C: 3.2404 -3.3103 1.4348
C: 3.7635 -2.6181 0.3538
C: 3.7464 -1.2224 0.2929
C: 4.3782 -0.5466 -0.8995
H: 1.5487 5.0837 3.6470
H: 1.0046 3.7680 2.6000
H: 2.5136 4.6123 2.2528
H: 2.4788 4.4711 5.6693
H: 3.7528 2.9431 7.1264
H: 4.6665 0.8293 6.1967
H: 4.2732 0.2678 3.8381
H: 3.1772 3.6357 -0.8193
H: 4.9373 4.9301 -1.9345
H: 7.3180 4.5434 -1.3324
H: 7.8931 2.8572 0.3673
H: 7.2123 0.7918 1.5129
H: 5.5237 0.5244 1.9561
H: 6.4666 1.7715 2.7745
H: 2.2357 -0.6739 3.2854
H: 2.2848 -3.1261 3.3556
H: 3.2696 -4.3925 1.4517
H: 4.2027 -3.1683 -0.4724
H: 4.1620 -1.1020 -1.8152
H: 5.4659 -0.5169 -0.7863
H: 4.0300 0.4723 -1.0466

- HOMO-LUMO gap (Eh) = 0.2715
- HOMO (Eh) = -0.2946
- 2S+1 = 1
- ΔE to the lowest compared entry with this formula, charge and spin (eV) = 0.296
- E_LUMO (hartree) = -0.0230

These are the Löwdin partial charges, in e, on atoms 1 to 2: atom 1 (Y): 1.21, atom 2 (O): 0.10

The molecule C4H6N4, computed with ωB97M-V/def2-TZVPD.

Geometry (Å):
C: 1.5270 0.5510 0.4346
N: 0.1321 0.4434 0.1538
C: -0.6604 -0.0856 1.2311
N: -1.2820 -1.3374 0.7545
N: -1.1770 -1.4183 -0.4465
C: -0.3602 -0.3784 -1.0510
C: -1.1104 0.3472 -2.0188
N: -1.7728 0.9466 -2.7278
H: 2.0543 0.7716 -0.4147
H: 1.7080 1.3057 1.2008
H: 2.0502 -0.4706 0.5611
H: -1.5493 0.5560 1.5456
H: -0.0893 -0.4451 2.1825
H: 0.5299 -0.7859 -1.4053

- HOMO-LUMO gap (Eh) = 0.3781
- HOMO (Eh) = -0.3568
- SMILES = CN1CN=N[C@H]1C#N
- 2S+1 = 1
- ΔE to the lowest compared entry with this formula, charge and spin (eV) = 3.324
- E_LUMO (hartree) = 0.0214

These are the natural (NBO) partial charges, in e, on atoms 1 to 2: atom 1 (C): -0.41, atom 2 (N): -0.44

The molecule C4H3N3, computed with ωB97M-V/def2-TZVPD.

Geometry (Å):
N: -0.5289 1.4274 2.4663
C: -0.4689 1.0985 1.2193
C: -0.0701 0.3687 0.0375
N: 1.1484 0.1471 -0.1908
C: 1.0813 -0.8585 -1.2186
C: -0.1695 -1.3078 -1.3899
N: -0.8974 -0.4700 -0.5169
H: 2.1476 -1.3992 -1.5612
H: -0.6147 -2.0135 -2.1169
H: -1.8241 -0.1242 -0.5216

- HOMO-LUMO gap (Eh) = 0.3742
- HOMO (Eh) = -0.3644
- SMILES = N#Cc1ncc[nH]1
- 2S+1 = 1
- ΔE to the lowest compared entry with this formula, charge and spin (eV) = 2.254
- E_LUMO (hartree) = 0.0098

These are the natural (NBO) partial charges, in e, on atoms 1 to 2: atom 1 (N): -0.25, atom 2 (C): 0.23

A structure of composition C10H21ClNO2P2SeZr, computed with ωB97M-V/def2-TZVPD.

Geometry (Å):
C: -0.3053 -0.1582 -4.4509
C: 0.2104 0.3196 -3.1125
H: 0.5697 -0.1780 -5.0984
H: -1.1248 0.4251 -4.8666
H: -0.6223 -1.2011 -4.2708
O: 1.3352 0.6747 -2.7750
Cl: -1.0615 -0.0413 -1.8835
Zr: -0.4377 -0.0772 1.5249
P: -0.0566 2.4307 0.5670
C: 1.4991 3.3562 0.8490
C: -0.3754 3.0727 -1.1161
H: -0.5998 4.1461 -0.9999
H: -1.2532 4.3793 1.2432
H: -1.2323 2.5652 -1.5742
H: -2.3391 2.9562 1.2211
H: 2.2961 2.9957 0.1714
H: 0.4774 2.9535 -1.8003
C: -1.3358 3.3130 1.5002
H: 1.2960 4.4257 0.6425
H: -1.2333 3.1798 2.5851
H: 1.8320 3.2183 1.8876
P: 0.1182 -2.4721 0.3680
C: 1.6224 -3.3974 0.7343
C: -1.2239 -3.4163 1.1285
H: -0.9279 -2.4157 -1.8442
H: -0.0862 -3.9694 -1.5239
H: 0.8280 -2.5085 -2.0174
C: -0.0231 -2.8820 -1.4278
H: -2.2118 -2.9801 0.8941
H: -1.1704 -4.4382 0.7139
H: 1.4553 -4.4460 0.3917
H: 1.8363 -3.3728 1.8193
H: -1.1362 -3.4594 2.2271
H: 2.4793 -2.9492 0.1911
C: 1.4755 0.0384 0.6948
O: 2.6299 -0.0175 0.4324
Se: -1.4708 -0.0153 6.3286
C: -1.0136 -0.0128 4.6609
N: -0.7194 -0.0417 3.4827

- HOMO-LUMO gap (Eh) = 0.2032
- HOMO (Eh) = -0.6861
- 2S+1 = 1
- charge = +3
- ΔE to the lowest compared entry with this formula, charge and spin (eV) = 1.417
- E_LUMO (hartree) = -0.4829

These are the natural (NBO) partial charges, in e, on atoms 1 to 2: atom 1 (C): -0.73, atom 2 (C): 0.60